No. 1
{
  "formula": "C28H22ClHfN7O5S",
  "method": "ωB97M-V/def2-TZVPD",
  "gap_ev": 6.4,
  "multiplicity": 1,
  "energy_ha": -2746.25263,
  "species": ["Hf", "C", "C", "N", "C", "C", "C", "C", "C", "C", "C", "N", "C", "C", "C", "C", "C", "C", "C", "C", "N", "C", "H", "H", "H", "H", "H", "H", "H", "H", "H", "H", "H", "H", "N", "C", "C", "O", "O", "H", "H", "H", "H", "O", "S", "N", "Cl", "C", "C", "O", "O", "H", "H", "N", "C", "C", "C", "C", "N", "C", "C", "H", "H", "H", "H"],
  "coordinates": [[-0.92662, 0.25608, 0.67669], [1.74868, -0.62001, -2.78903], [0.65617, -0.89153, -1.99888], [0.08856, 0.11598, -1.30586], [0.30630, 1.40068, -1.72535], [1.50006, 1.72546, -2.42375], [2.15323, 0.65536, -3.09232], [2.01891, 3.03296, -2.37563], [1.34891, 3.98927, -1.66325], [0.09135, 3.74843, -1.15283], [-0.45481, 2.44643, -1.15433], [-1.57180, 2.00515, -0.54153], [-2.87851, 2.40361, -0.62509], [-3.34741, 3.55162, -1.29934], [-4.77396, 3.77304, -1.33984], [-5.66554, 2.82311, -0.91093], [-5.27092, 1.61929, -0.36866], [-6.20396, 0.62042, -0.01315], [-5.66689, -0.61419, 0.29006], [-4.23950, -0.72620, 0.32617], [-3.34245, 0.27680, 0.25480], [-3.85695, 1.45018, -0.18922], [2.31277, -1.35614, -3.41136], [0.13724, -1.85681, -1.87884], [3.04675, 0.87807, -3.72655], [2.91001, 3.30396, -2.94991], [1.78010, 4.98825, -1.41615], [-0.43027, 4.58894, -0.78906], [-2.61143, 4.24307, -1.68199], [-5.08754, 4.75336, -1.70609], [-6.73846, 3.04423, -0.98961], [-7.22506, 0.74988, -0.28925], [-6.19208, -1.51756, 0.52261], [-3.73523, -1.71174, 0.43528], [0.85507, -1.62981, 1.22159], [0.17852, -2.93461, 1.05698], [-1.19741, -2.78937, 0.41764], [-1.92136, -3.78465, 0.35355], [-1.49613, -1.60019, -0.12030], [1.75390, -1.60983, 0.67427], [1.02698, -1.47768, 2.20334], [0.03769, -3.37690, 2.06476], [0.94517, -3.61768, 0.49426], [2.93209, 2.89713, 0.68868], [2.37321, 1.61455, 1.17672], [1.00912, 1.09731, 1.17470], [-0.42122, 1.40105, 5.47969], [-1.87597, 1.01101, 4.51189], [-1.60509, 0.77191, 3.06047], [-1.58129, 1.71000, 2.14578], [-1.24882, -0.44922, 2.72111], [-2.59107, 1.70814, 4.80426], [-2.27837, 0.04762, 4.99551], [8.38623, -5.24752, 0.27557], [7.41320, -4.57978, 0.24106], [6.16303, -3.88895, 0.21498], [6.11274, -2.60046, -0.29826], [4.86789, -2.00923, -0.39391], [3.74762, -2.66274, 0.00319], [3.81624, -3.82621, 0.63504], [5.02916, -4.47966, 0.83078], [7.01147, -2.03423, -0.66934], [4.66505, -1.10461, -0.94289], [2.82666, -4.26611, 0.93700], [5.18604, -5.43873, 1.34410]]
}


No. 2
{
  "formula": "C28H22ClINO2",
  "method": "ωB97M-V/def2-TZVPD",
  "gap_ev": 7.0,
  "multiplicity": 1,
  "energy_ha": -2043.09981,
  "charge": 1,
  "species": ["C", "C", "C", "Cl", "C", "N", "C", "C", "C", "C", "C", "C", "C", "C", "C", "C", "I", "H", "H", "H", "H", "H", "H", "H", "H", "H", "H", "H", "H", "H", "H", "C", "C", "C", "C", "C", "C", "C", "O", "C", "C", "C", "C", "C", "C", "C", "O", "H", "H", "H", "H", "H", "H", "H", "H"],
  "coordinates": [[-3.61948, 7.79968, 0.22989], [-2.34649, 7.43801, -0.59010], [-2.71118, 6.98018, -2.02318], [-1.43049, 7.27055, -3.22483], [-3.19761, 5.52854, -2.01538], [-4.49198, 5.31597, -2.29503], [-5.08748, 4.12333, -2.30545], [-4.36851, 2.99906, -2.00849], [-3.00953, 3.15248, -1.70216], [-2.18634, 1.95598, -1.32906], [-1.72307, 1.02622, -2.24391], [-1.00467, -0.05282, -1.74714], [-0.75482, -0.21393, -0.40076], [-1.21093, 0.73034, 0.51964], [-1.93035, 1.80254, 0.03013], [-2.39542, 4.43363, -1.70543], [-0.33475, 4.55988, -1.25046], [-4.17456, 6.85521, 0.36480], [-4.24710, 8.49894, -0.33684], [-3.33460, 8.16682, 1.21908], [-1.62608, 8.26574, -0.60296], [-1.85904, 6.63262, -0.02392], [-3.58896, 7.58908, -2.29959], [-5.06767, 6.13041, -2.49352], [-6.14884, 3.99847, -2.51447], [-4.85504, 2.02743, -1.99570], [-1.93131, 1.13641, -3.30760], [-0.63133, -0.84105, -2.40230], [-0.21286, -1.07759, -0.01123], [-1.06279, 0.64931, 1.59374], [-2.31979, 2.53869, 0.73912], [4.53604, -3.15194, 4.43178], [5.38635, -4.24570, 4.56017], [5.34042, -5.27434, 3.63360], [4.43598, -5.22005, 2.58047], [3.56612, -4.13354, 2.46460], [3.62794, -3.09591, 3.38755], [2.55884, -4.08104, 1.37206], [1.80402, -3.13243, 1.26857], [2.48812, -5.21651, 0.41371], [1.51641, -5.21366, -0.58033], [1.44886, -6.25890, -1.48648], [2.35827, -7.30911, -1.40983], [3.32521, -7.32007, -0.41824], [3.38798, -6.28049, 0.50153], [4.41000, -6.32345, 1.58257], [5.20075, -7.24037, 1.65177], [4.57981, -2.34494, 5.15210], [6.08698, -4.29339, 5.38392], [6.00563, -6.12200, 3.73134], [2.96374, -2.24737, 3.29195], [0.81015, -4.39655, -0.64362], [0.68789, -6.25703, -2.25663], [2.30855, -8.12188, -2.12308], [4.02902, -8.13945, -0.35638]]
}


No. 3
{
  "formula": "C28H22ClNOPRuS",
  "method": "ωB97M-V/def2-TZVPD",
  "gap_ev": [6.5, 6.9],
  "multiplicity": 6,
  "s2": 8.771,
  "energy_ha": -2504.63832,
  "species": ["Ru", "O", "N", "C", "C", "C", "C", "C", "S", "H", "H", "H", "H", "C", "C", "C", "C", "C", "C", "P", "C", "C", "C", "C", "C", "C", "C", "C", "C", "C", "C", "C", "C", "C", "C", "C", "H", "H", "H", "H", "H", "H", "H", "H", "H", "H", "H", "H", "H", "H", "H", "H", "Cl", "C", "H", "H"],
  "coordinates": [[1.37825, 0.15304, 0.05259], [2.71823, 0.60746, -1.78190], [3.48810, 1.67491, -1.77129], [4.52486, 1.70384, -2.63817], [5.37517, 2.77190, -2.69197], [5.16467, 3.84562, -1.82357], [4.11760, 3.79452, -0.94070], [3.24832, 2.68988, -0.89780], [1.91827, 2.57713, 0.17826], [4.60788, 0.82614, -3.25930], [6.19226, 2.76025, -3.39799], [5.82508, 4.70183, -1.84311], [3.92448, 4.59797, -0.24476], [-5.35302, 1.37567, -1.95579], [-4.79806, 0.13949, -2.24738], [-3.58247, -0.23216, -1.68620], [-2.91544, 0.63760, -0.83078], [-3.47430, 1.88620, -0.54979], [-4.69068, 2.24987, -1.10212], [-1.31551, 0.24732, -0.04173], [-0.79608, -1.27764, -0.90680], [-0.21862, -1.10816, -2.17126], [0.32713, -2.19009, -2.84469], [0.31193, -3.44748, -2.25843], [-0.25714, -3.62365, -1.00278], [-0.80894, -2.54534, -0.32683], [-1.74107, -0.29868, 1.62938], [-3.02115, -0.58241, 2.02428], [-3.28802, -0.95893, 3.35776], [-2.26968, -1.02557, 4.26332], [-0.93476, -0.72749, 3.89014], [0.12291, -0.76649, 4.83027], [1.39230, -0.45435, 4.44517], [1.67067, -0.10929, 3.10098], [0.69164, -0.07302, 2.13336], [-0.64730, -0.36853, 2.54924], [-6.29954, 1.66210, -2.39561], [-5.31364, -0.54168, -2.91225], [-3.16023, -1.20298, -1.91392], [-2.94727, 2.56877, 0.10735], [-5.11948, 3.21746, -0.87605], [-0.20638, -0.12286, -2.62618], [0.77733, -2.04710, -3.81826], [0.75161, -4.29031, -2.77584], [-0.26197, -4.60414, -0.54412], [-1.23573, -2.68087, 0.65936], [-3.83500, -0.51020, 1.31293], [-4.30172, -1.18685, 3.66116], [-2.47318, -1.30373, 5.29131], [-0.09418, -1.03927, 5.85670], [2.19633, -0.47344, 5.17130], [2.69544, 0.12710, 2.83858], [4.08057, -0.92357, 0.62231], [2.64188, -1.65600, -0.16180], [2.31046, -2.50011, 0.43679], [2.90725, -1.94367, -1.17335]]
}


No. 4
{
  "formula": "C28H22F3NO",
  "method": "ωB97M-V/def2-TZVPD",
  "gap_ev": 4.0,
  "multiplicity": 1,
  "energy_ha": -1509.71393,
  "species": ["F", "C", "F", "F", "C", "C", "C", "C", "O", "C", "C", "H", "H", "H", "H", "C", "N", "C", "C", "C", "C", "C", "C", "C", "C", "C", "C", "C", "C", "C", "C", "C", "C", "C", "C", "C", "C", "H", "H", "H", "H", "H", "H", "H", "H", "H", "H", "H", "H", "H", "H", "H", "H", "H", "H"],
  "coordinates": [[7.30583, 1.69626, 0.72570], [6.53170, 2.59193, 0.03515], [6.75554, 3.82328, 0.58672], [7.02403, 2.63486, -1.24829], [5.08117, 2.20651, 0.05192], [4.09489, 3.19236, 0.08984], [2.76963, 2.83513, 0.05967], [2.31973, 1.45324, -0.06643], [1.10274, 1.13737, -0.20147], [3.41332, 0.49073, -0.04289], [4.73736, 0.85883, -0.00507], [4.37960, 4.24067, 0.15033], [1.99394, 3.60024, 0.10400], [3.15924, -0.56665, -0.07850], [5.51303, 0.09560, -0.01390], [-6.21366, 2.29756, 0.20216], [-5.71905, 0.93894, 0.21994], [-6.74009, -0.07944, 0.06807], [-4.39535, 0.63847, -0.00336], [-3.35227, 1.37899, 0.62268], [-2.05730, 0.89096, 0.60218], [-1.72460, -0.24003, -0.17533], [-0.42733, -0.85546, -0.10222], [0.22606, -1.49418, -1.21723], [1.26758, -2.34602, -0.70584], [2.11925, -3.01502, -1.57242], [1.97177, -2.80689, -2.95103], [0.96241, -1.96322, -3.45123], [0.05869, -1.33121, -2.58986], [1.25094, -2.23955, 0.74931], [0.20755, -1.31140, 1.11082], [-0.03190, -1.01294, 2.44859], [0.80331, -1.58365, 3.41716], [1.84087, -2.46458, 3.05938], [2.06564, -2.80271, 1.71854], [-2.73555, -0.83893, -0.96918], [-4.05665, -0.46583, -0.82228], [-5.44563, 2.99688, 0.53368], [-6.54621, 2.58463, -0.81125], [-7.08680, 2.34909, 0.86280], [-6.44381, -0.99965, 0.58448], [-7.66056, 0.30784, 0.51396], [-6.92891, -0.31646, -0.98805], [-3.60112, 2.27599, 1.19197], [-1.26344, 1.39289, 1.15439], [2.87844, -3.67593, -1.15512], [2.65042, -3.30183, -3.64514], [0.87794, -1.79671, -4.52501], [-0.74256, -0.68979, -2.95335], [-0.84359, -0.33430, 2.70320], [0.64610, -1.33287, 4.46741], [2.47996, -2.88672, 3.83511], [2.85570, -3.48455, 1.40724], [-2.48232, -1.66006, -1.64017], [-4.84569, -1.01268, -1.34182]]
}


What did we get for relative energy (zero: lowest compared OMol25 entry of this formula, charge and spin)? Answer: 12.18, 6.03, 17.68, 52.35 kcal/mol, in the order shown.